*i*
A 2-piece molecular cluster, C2H9NO overall, computed with ωB97M-V/def2-TZVPD.

Each line ends with the Löwdin charge.
Atoms and positions in Å:
1 C -0.099 -1.368 1.129  -0.257
2 N 0.823 -0.352 1.540  -0.082
3 H -0.055 -1.731 0.050  0.069
4 H -0.216 -2.372 1.722  0.096
5 H -0.995 -0.729 1.055  0.058
6 H 0.276 0.168 2.203  0.057
7 H 1.738 -0.774 1.865  0.098
8 C -0.446 1.131 -1.939  -0.171
9 O 0.600 1.880 -1.266  -0.155
10 H -1.002 1.871 -2.777  0.139
11 H -0.115 0.101 -2.119  0.041
12 H -1.236 0.726 -1.005  0.110
13 H 0.728 1.449 -0.457  -0.003

Calculated values
- Kohn-Sham gap: 10.6 eV
- SMILES: CN.CO
- LUMO energy: 0.866 eV
- Highest occupied orbital energy: -9.72 eV


*ii*
A 2-piece molecular cluster, C2H9NO overall, computed with ωB97M-V/def2-TZVPD.

Each line ends with the Löwdin charge.
Atoms and positions in Å:
1 C -0.937 -1.801 0.740  -0.240
2 N -1.291 -0.446 1.049  -0.117
3 H 0.252 -1.897 0.824  0.105
4 H -1.447 -2.547 1.401  0.073
5 H -0.990 -1.963 -0.347  0.064
6 H -2.161 -0.042 0.610  0.100
7 H -1.338 -0.440 2.106  0.096
8 C 1.595 0.886 -1.309  -0.208
9 O 0.641 1.581 -0.500  -0.217
10 H 2.204 1.663 -1.919  0.106
11 H 2.235 0.514 -0.543  0.047
12 H 1.147 0.000 -1.806  0.076
13 H 0.056 0.673 -0.254  0.116

Calculated values
- Kohn-Sham gap: 10.3 eV
- SMILES: CN.CO
- LUMO energy: 0.828 eV
- Highest occupied orbital energy: -9.46 eV


*iii*
A 2-piece molecular cluster, C2H9NO overall, computed with ωB97M-V/def2-TZVPD.

Each line ends with the Löwdin charge.
Atoms and positions in Å:
1 C 1.373 0.295 0.292  -0.110
2 N 0.021 0.618 -0.230  -0.206
3 C -0.347 -0.191 -1.392  -0.141
4 H 1.279 0.170 1.370  0.070
5 H 1.635 -0.703 -0.057  0.073
6 H 2.135 1.001 -0.026  0.074
7 H -0.067 1.599 -0.366  0.090
8 H 0.418 -0.227 -2.173  0.074
9 H -1.297 0.175 -1.778  0.077
10 H -0.489 -1.213 -1.030  0.077
11 O -1.392 -0.410 2.132  -0.090
12 H -1.098 -0.144 1.238  -0.015
13 H -2.170 -0.970 2.019  0.027

Calculated values
- Kohn-Sham gap: 10.2 eV
- SMILES: CNC.O
- LUMO energy: 1.006 eV
- Highest occupied orbital energy: -9.21 eV


Short version: *iii* is the most stable of them.


*i*
A 2-piece molecular cluster, C2H9NO overall, computed with ωB97M-V/def2-TZVPD.

Each line ends with the Löwdin charge.
Atoms and positions in Å:
1 C -0.903 -1.926 0.501  -0.124
2 O -0.240 -0.697 0.675  -0.243
3 C -0.982 0.448 0.340  -0.140
4 H -1.986 -1.840 0.611  0.082
5 H -0.499 -2.600 1.254  0.085
6 H -0.673 -2.353 -0.473  0.081
7 H -1.080 0.525 -0.742  0.086
8 H -0.406 1.266 0.757  0.080
9 H -1.937 0.489 0.869  0.085
10 N 2.333 1.538 -0.652  0.014
11 H 2.308 2.548 -0.740  0.004
12 H 2.696 1.357 -1.589  0.007
13 H 1.368 1.245 -0.813  -0.018

Calculated values
- Kohn-Sham gap: 10.8 eV
- SMILES: COC.N
- LUMO energy: 1.008 eV
- Highest occupied orbital energy: -9.82 eV


*ii*
A 3-piece molecular cluster, C2H9NO overall, computed with ωB97M-V/def2-TZVPD.

Each line ends with the Löwdin charge.
Atoms and positions in Å:
1 H -2.904 -2.019 -7.710  0.000
2 H -2.860 -1.280 -7.822  0.000
3 C 1.004 -0.739 1.252  -0.138
4 C 1.021 -0.590 -0.220  -0.172
5 O -0.186 -0.874 0.455  -0.117
6 H 1.247 0.213 1.729  0.099
7 H 1.074 -1.624 1.887  0.112
8 H 1.008 0.371 -0.705  0.096
9 H 1.463 -1.415 -0.786  0.105
10 N -0.928 2.168 0.372  0.034
11 H -1.653 2.630 0.895  0.002
12 H -0.636 2.646 -0.455  -0.003
13 H -0.984 1.159 0.383  -0.017

Calculated values
- Kohn-Sham gap: 10.5 eV
- SMILES: [H][H].C1CO1.N
- LUMO energy: 1.183 eV
- Highest occupied orbital energy: -9.35 eV


*iii*
A 2-piece molecular cluster, C2H9NO overall, computed with ωB97M-V/def2-TZVPD.

Each line ends with the Löwdin charge.
Atoms and positions in Å:
1 C -1.306 -1.214 -1.076  -0.156
2 N -0.624 -0.349 -0.120  -0.177
3 C 0.714 -0.880 0.185  -0.158
4 H -1.417 -2.253 -0.753  0.074
5 H -2.287 -0.796 -1.264  0.068
6 H -0.810 -1.171 -2.042  0.075
7 H -1.091 -0.305 0.774  0.096
8 H 0.710 -1.900 0.593  0.076
9 H 1.156 -0.294 0.974  0.047
10 H 1.364 -0.837 -0.689  0.081
11 O 1.023 2.394 0.995  -0.070
12 H 1.657 1.674 0.911  0.008
13 H 0.554 2.333 0.150  0.035

Calculated values
- Kohn-Sham gap: 10.2 eV
- SMILES: CNC.O
- LUMO energy: 0.996 eV
- Highest occupied orbital energy: -9.22 eV


Short version: *iii* is the most stable of them.